A molecular structure, C14H9CoNO2S2, computed with ωB97M-V/def2-TZVPD.

Output
* ⟨S²⟩: 6.036
* multiplicity: 5
* gap between HOMO and LUMO (alpha / beta): 6.7365 / 6.6838 eV
* net charge: -1

Geometry as XYZ:
```
29
C14H9CoNO2S2 | OMol25 | ωB97M-V/def2-TZVPD
Co -0.47 0.17 -0.68
O -1.76 -3.47 0.71
C -1.18 -2.39 0.74
O -1.24 -1.50 -0.21
C -0.42 -2.01 1.95
C -0.40 -2.54 3.22
C 0.99 -0.94 4.80
C 1.66 0.26 4.61
C 1.74 0.85 3.34
C 1.13 0.23 2.22
S 0.52 2.75 0.59
H -0.84 -3.37 3.75
H 0.90 -1.44 5.75
H 2.12 0.73 5.46
H 2.25 1.79 3.20
S 1.36 0.89 0.59
C 0.44 -0.92 2.42
N 0.41 -1.50 3.72
C -0.72 1.39 -5.34
C -0.10 2.26 -4.45
C -0.02 1.94 -3.10
C -0.56 0.76 -2.58
C -1.18 -0.10 -3.51
C -1.27 0.21 -4.86
H -0.78 1.64 -6.39
H 0.34 3.18 -4.81
H 0.46 2.64 -2.42
H -1.62 -1.03 -3.16
H -1.75 -0.48 -5.54
```

***

A molecular structure, C3HKLiO4, computed with ωB97M-V/def2-TZVPD.

Output
* gap between HOMO and LUMO: 6.5937 eV
* net charge: +1

Geometry as XYZ:
```
10
C3HKLiO4 | OMol25 | ωB97M-V/def2-TZVPD
O 0.24 0.93 0.00
C 1.22 0.10 -0.20
O 2.41 0.33 -0.05
K -3.65 2.85 -0.81
O -2.06 0.60 0.10
C -0.95 0.13 0.46
C -0.54 -1.16 0.35
O 0.80 -1.21 -0.03
Li 3.85 -0.76 0.38
H -1.32 -1.80 -0.20
```

***

5 unconnected molecules or ions with the total composition C28H70BN5O12, computed with ωB97M-V/def2-TZVPD.

Output
* gap between HOMO and LUMO: 8.7229 eV
* SMILES string: CCNOC(=O)OB(C)O.COCCNCCOC.COCCNCCOC.COCCNCCOC.COCCNCCOC

Geometry as XYZ:
```
116
C28H70BN5O12 | OMol25 | ωB97M-V/def2-TZVPD
C 8.78 6.62 4.62
C 9.27 7.91 3.75
N 8.27 9.04 3.66
O 7.59 9.24 4.80
C 6.29 9.89 4.58
O 6.06 11.04 5.26
O 5.23 9.45 3.65
B 4.96 8.00 3.74
C 4.70 7.22 5.16
O 4.91 7.22 2.45
H 7.66 6.63 4.96
H 8.89 5.65 3.93
H 9.55 6.48 5.50
H 10.31 8.29 4.12
H 9.44 7.52 2.63
H 7.65 8.98 2.82
H 3.65 6.66 5.18
H 4.78 8.01 6.01
H 5.50 6.36 5.37
H 4.94 6.22 2.67
C 2.80 4.09 -3.74
O 3.67 5.05 -4.32
C 3.24 6.40 -4.13
C 4.16 7.13 -3.15
N 3.99 6.64 -1.78
C 5.03 7.10 -0.85
C 6.49 6.67 -1.15
O 6.73 5.27 -1.00
C 6.39 4.49 -2.13
H 3.10 3.10 -4.09
H 2.87 4.10 -2.65
H 1.76 4.26 -4.04
H 2.19 6.46 -3.82
H 3.31 6.89 -5.11
H 3.93 8.21 -3.17
H 5.19 7.00 -3.50
H 4.01 5.62 -1.79
H 4.76 6.70 0.14
H 4.98 8.19 -0.77
H 7.12 7.16 -0.40
H 6.84 7.03 -2.12
H 6.54 5.03 -3.07
H 5.36 4.15 -2.05
H 7.03 3.60 -2.14
C 0.07 -2.22 -0.74
O 1.42 -2.22 -1.18
C 1.65 -3.04 -2.33
C 1.94 -2.18 -3.57
N 0.73 -1.47 -4.02
C 1.00 -0.43 -5.02
C 1.90 0.75 -4.59
O 1.32 1.60 -3.61
C 1.48 1.14 -2.27
H 0.03 -1.72 0.23
H -0.56 -1.67 -1.43
H -0.30 -3.24 -0.62
H 0.82 -3.74 -2.51
H 2.54 -3.64 -2.11
H 2.29 -2.83 -4.38
H 2.73 -1.48 -3.31
H 0.29 -1.03 -3.22
H 0.02 -0.02 -5.30
H 1.41 -0.90 -5.92
H 2.04 1.38 -5.48
H 2.90 0.43 -4.30
H 2.41 0.60 -2.12
H 0.62 0.53 -1.99
H 1.47 2.02 -1.61
C -3.69 -0.88 -2.10
O -3.21 -1.11 -0.78
C -3.78 -0.21 0.19
C -4.75 -0.96 1.12
N -5.97 -1.35 0.41
C -6.81 -2.30 1.16
C -6.20 -3.67 1.49
O -5.98 -4.51 0.35
C -4.76 -4.25 -0.34
H -3.08 -1.47 -2.79
H -4.72 -1.20 -2.20
H -3.59 0.18 -2.38
H -4.26 0.66 -0.28
H -2.94 0.16 0.79
H -5.01 -0.31 1.96
H -4.22 -1.83 1.51
H -5.72 -1.78 -0.48
H -7.71 -2.46 0.55
H -7.15 -1.82 2.08
H -6.94 -4.21 2.10
H -5.30 -3.60 2.10
H -3.96 -3.93 0.33
H -4.93 -3.51 -1.12
H -4.45 -5.18 -0.83
C -8.57 -11.45 1.87
O -7.50 -11.16 0.97
C -7.79 -10.07 0.09
C -6.93 -8.84 0.45
N -7.36 -8.24 1.71
C -6.42 -7.25 2.25
C -5.00 -7.74 2.61
O -4.96 -8.63 3.73
C -5.23 -9.99 3.41
H -8.34 -12.40 2.37
H -8.65 -10.67 2.64
H -9.52 -11.55 1.34
H -8.86 -9.82 0.06
H -7.51 -10.40 -0.91
H -7.02 -8.10 -0.35
H -5.89 -9.18 0.50
H -7.47 -8.98 2.41
H -6.88 -6.85 3.16
H -6.34 -6.42 1.54
H -4.43 -6.86 2.92
H -4.46 -8.16 1.76
H -4.87 -10.26 2.41
H -6.30 -10.19 3.51
H -4.71 -10.62 4.14
```

***

6 unconnected molecules or ions with the total composition C8H28O6, computed with ωB97M-V/def2-TZVPD.

Output
* gap between HOMO and LUMO: 10.0395 eV
* SMILES string: CC(C)O.CO.CO.CO.CO.CO

Geometry as XYZ:
```
42
C8H28O6 | OMol25 | ωB97M-V/def2-TZVPD
C 1.18 -2.76 1.95
C 0.68 -1.32 1.98
C 0.30 -0.86 3.38
O 1.68 -0.43 1.43
H 2.00 -2.91 2.67
H 1.53 -3.04 0.96
H 0.38 -3.44 2.23
H -0.18 -1.24 1.32
H 1.18 -0.87 4.03
H -0.46 -1.52 3.81
H -0.09 0.15 3.36
H 2.54 -0.71 1.75
C -1.67 1.15 -4.10
O -0.95 2.30 -3.68
H -1.51 0.31 -3.41
H -2.74 1.34 -4.18
H -1.29 0.86 -5.08
H -1.52 2.86 -3.15
C -0.89 4.95 1.96
O -0.55 3.77 2.66
H -1.58 4.76 1.13
H -1.37 5.65 2.64
H 0.00 5.44 1.54
H -0.74 3.02 2.09
C -1.26 -2.70 -1.35
O -0.82 -1.81 -2.36
H -0.42 -3.18 -0.84
H -1.89 -2.20 -0.60
H -1.85 -3.48 -1.83
H 0.00 -1.39 -2.05
C -1.26 1.09 -0.18
O -0.44 1.58 0.87
H -1.86 0.23 0.14
H -1.92 1.89 -0.49
H -0.68 0.78 -1.05
H 0.26 0.94 1.04
C 2.96 -1.71 -1.64
O 1.71 -1.08 -1.35
H 2.83 -2.28 -2.55
H 3.74 -0.96 -1.80
H 3.27 -2.38 -0.83
H 1.70 -0.81 -0.42
```

***

A single C8H12N2 molecule, computed with ωB97M-V/def2-TZVPD.

Output
* ⟨S²⟩: 2.029
* multiplicity: 3
* gap between HOMO and LUMO (alpha / beta): 7.2322 / 6.3161 eV

Geometry as XYZ:
```
22
C8H12N2 | OMol25 | ωB97M-V/def2-TZVPD
C 3.21 0.92 0.10
C 3.12 -0.44 -0.21
C 2.06 1.61 0.26
C 1.98 -1.12 0.09
C 1.19 -2.10 0.28
C -1.99 0.06 1.12
C -1.28 0.25 -1.31
C -1.44 1.03 0.04
N 0.89 0.96 -0.01
N -0.13 1.49 0.51
H 4.05 1.53 0.18
H 3.87 -1.00 -0.90
H 1.83 2.69 0.49
H 0.15 -2.20 -0.04
H 1.36 -2.96 0.93
H -1.54 -0.90 1.13
H -2.11 0.61 2.02
H -2.97 -0.24 0.93
H -2.17 -0.35 -1.37
H -0.23 -0.26 -1.39
H -1.20 1.10 -2.04
H -2.20 1.78 -0.14
```

***

A molecular structure, C6H9N3O4, computed with ωB97M-V/def2-TZVPD.

Output
* gap between HOMO and LUMO: 6.6915 eV

Geometry as XYZ:
```
22
C6H9N3O4 | OMol25 | ωB97M-V/def2-TZVPD
C -2.86 1.05 0.89
C -1.47 1.05 1.02
C -2.10 -0.21 -0.63
C 1.42 -0.56 1.21
C 0.95 -1.18 -1.39
C 0.88 -0.13 -0.21
N -3.17 0.29 -0.18
N -1.04 0.19 0.10
N 1.23 1.18 -0.58
O 1.42 2.01 0.32
O 1.01 1.53 -1.78
O 2.77 -0.08 1.24
O 0.57 -2.43 -0.92
H -3.40 1.57 1.74
H -0.79 1.55 1.71
H -2.17 -0.56 -1.64
H 1.44 -1.66 1.34
H 0.70 0.04 1.89
H 2.04 -1.19 -1.73
H 0.31 -0.73 -2.21
H 2.57 0.88 1.20
H -0.31 -2.61 -1.39
```

***

- Which formula does entry 5 have?
  C8H12N2

***

Please write out number 5 again, unchanged.
A single C8H12N2 molecule, computed with ωB97M-V/def2-TZVPD.

Output
* ⟨S²⟩: 2.029
* multiplicity: 3
* gap between HOMO and LUMO (alpha / beta): 7.2322 / 6.3161 eV

Geometry as XYZ:
```
22
C8H12N2 | OMol25 | ωB97M-V/def2-TZVPD
C 3.21 0.92 0.10
C 3.12 -0.44 -0.21
C 2.06 1.61 0.26
C 1.98 -1.12 0.09
C 1.19 -2.10 0.28
C -1.99 0.06 1.12
C -1.28 0.25 -1.31
C -1.44 1.03 0.04
N 0.89 0.96 -0.01
N -0.13 1.49 0.51
H 4.05 1.53 0.18
H 3.87 -1.00 -0.90
H 1.83 2.69 0.49
H 0.15 -2.20 -0.04
H 1.36 -2.96 0.93
H -1.54 -0.90 1.13
H -2.11 0.61 2.02
H -2.97 -0.24 0.93
H -2.17 -0.35 -1.37
H -0.23 -0.26 -1.39
H -1.20 1.10 -2.04
H -2.20 1.78 -0.14
```